Record 1
Formula: C27H59NO13S2
Source: the OMol25 dataset
Level of theory: the ωB97M-V functional and the def2-TZVPD basis

Geometry (Å):
C1 -7.8195 -25.5142 -1.6458
S1 -9.4893 -24.8395 -1.8214
O1 -10.3658 -25.9985 -1.4778
C2 -9.5015 -23.8052 -0.3558
H1 -7.7605 -26.3854 -2.2855
H2 -7.7004 -25.7760 -0.5949
H3 -7.0872 -24.7395 -1.8811
H4 -8.5847 -23.2143 -0.2804
H5 -9.6100 -24.4667 0.4992
H6 -10.3180 -23.0952 -0.4605
C3 -15.6753 -29.3274 -10.3843
S2 -16.1355 -29.3555 -8.6504
O2 -16.5646 -30.7434 -8.3572
C4 -14.4349 -29.2215 -8.0682
H7 -16.5369 -29.3719 -11.0425
H8 -14.9820 -30.1450 -10.5723
H9 -15.1867 -28.3620 -10.5601
H10 -13.9558 -30.1383 -8.4220
H11 -14.4410 -29.2442 -6.9810
H12 -13.9249 -28.3346 -8.4358
C5 -11.2797 -28.0259 -3.8426
O3 -12.3326 -28.6256 -3.7041
N1 -10.8880 -27.4391 -4.9995
C6 -9.6819 -26.6517 -5.0617
C7 -11.7370 -27.5098 -6.1396
H13 -10.5971 -27.8592 -2.9999
H14 -9.8136 -25.7088 -5.5904
H15 -8.8404 -27.2176 -5.4887
H16 -9.3173 -26.4333 -4.0541
H17 -12.3859 -28.3783 -6.0648
H18 -12.4028 -26.6403 -6.2197
H19 -11.1438 -27.5533 -7.0547
O4 -14.9470 -26.9784 1.0986
C8 -15.0175 -27.5146 0.0330
O5 -16.1505 -28.0073 -0.4705
C9 -17.3038 -27.8675 0.3371
C10 -17.4055 -28.9565 1.3787
C11 -13.8691 -27.7660 -0.8908
H20 -18.1531 -27.9890 -0.3414
H21 -17.4199 -26.8753 0.7706
H22 -18.3489 -28.9055 1.9207
H23 -16.5820 -28.9118 2.0944
H24 -17.3408 -29.9409 0.9081
H25 -13.8305 -28.8409 -1.0698
H26 -12.9117 -27.4903 -0.4581
H27 -13.9904 -27.1852 -1.8042
O6 -15.9929 -25.5493 -3.8458
C12 -15.1719 -26.3488 -4.1675
O7 -14.0473 -26.0245 -4.8207
C13 -13.7908 -24.6495 -5.0396
C14 -12.9064 -24.0427 -3.9637
C15 -15.2838 -27.8372 -3.9138
H28 -14.6896 -24.0462 -5.1620
H29 -13.2727 -24.6132 -6.0026
H30 -13.3535 -24.2688 -2.9899
H31 -12.9135 -22.9646 -4.1003
H32 -11.9221 -24.5080 -3.9364
H33 -15.5185 -28.0146 -2.8689
H34 -14.3396 -28.3159 -4.1736
H35 -16.0876 -28.2152 -4.5439
O8 -2.0262 -24.6752 -4.6929
C16 -2.0467 -25.7121 -5.2895
O9 -3.1619 -26.3861 -5.5298
C17 -4.3643 -25.7359 -5.0960
C18 -5.5694 -26.3677 -5.7607
C19 -0.8406 -26.4652 -5.8045
H36 -4.3646 -24.6694 -5.3126
H37 -4.4406 -25.8672 -4.0126
H38 -5.7640 -25.8882 -6.7207
H39 -6.4472 -26.1125 -5.1516
H40 -5.6010 -27.4517 -5.8461
H41 -1.0160 -26.7494 -6.8410
H42 -0.6374 -27.3259 -5.1732
H43 0.0210 -25.8035 -5.7726
O10 -14.8816 -31.5391 -0.6751
C20 -14.8471 -32.4354 -1.4684
O11 -14.7310 -32.2388 -2.7770
C21 -14.6349 -30.8657 -3.1776
C22 -14.4002 -30.8092 -4.6695
C23 -14.8909 -33.9085 -1.1349
H44 -13.8135 -30.3874 -2.6575
H45 -15.5973 -30.3836 -3.0100
H46 -13.4048 -31.0951 -4.9930
H47 -14.5804 -29.7569 -4.9067
H48 -15.1727 -31.3861 -5.1802
H49 -13.9621 -34.1727 -0.6387
H50 -15.0186 -34.4593 -2.0635
H51 -15.7470 -34.0968 -0.4933
O12 -4.8942 -23.4236 -10.4229
C24 -4.8043 -23.7087 -9.2566
O13 -5.8597 -24.0000 -8.4986
C25 -7.1518 -24.0381 -9.1122
C26 -8.1298 -24.0765 -7.9576
C27 -3.4963 -23.8558 -8.5254
H52 -7.2055 -24.9686 -9.6871
H53 -7.3289 -23.2197 -9.8077
H54 -9.1774 -24.1947 -8.2233
H55 -8.0047 -23.1844 -7.3410
H56 -7.8591 -24.9253 -7.3227
H57 -2.9687 -24.7211 -8.9179
H58 -3.6220 -23.9683 -7.4517
H59 -2.9314 -22.9488 -8.7333

Forces on atoms 1 to 6 (eV/Å):
C -0.1 0.8 0.6
S 0.1 -0.4 0.1
O -0.2 0.1 -0.3
C 0.4 0.5 -0.2
H 0.1 0.0 -0.1
H 0.0 -0.3 -0.1

## Properties
2S+1: 1
Maximum force in eV/A: 1.5
HOMO-LUMO gap in eV: 9.130
E_tot in a.u.: -2893.3989
LUMO energy in Eh: 0.003

Record 2
Formula: C27H60BF4N3
Source: the OMol25 dataset
Level of theory: the ωB97M-V functional and the def2-TZVPD basis

Geometry (Å):
C1 -1.1526 -1.7943 -0.6820
C2 -0.8145 -3.2415 -1.0409
C3 0.4834 -3.6931 -0.3967
N1 0.7579 -5.1640 -0.5448
C4 2.1656 -5.5753 -0.0735
C5 3.2289 -4.9319 -0.9584
C6 3.0441 -5.4011 -2.4044
C7 1.6483 -5.0634 -2.8689
C8 0.5804 -5.6490 -1.9602
C9 -0.1395 -5.9733 0.3705
H1 -1.5728 -1.7080 0.3200
H2 -1.8083 -1.3738 -1.4390
H3 -0.2182 -1.2297 -0.7335
H4 -0.6386 -3.2850 -2.1186
H5 -1.6515 -3.9157 -0.8445
H6 0.5470 -3.4728 0.6709
H7 1.3084 -3.1933 -0.9012
H8 2.2670 -5.3310 0.9797
H9 2.1778 -6.6498 -0.2439
H10 3.1784 -3.8519 -0.7879
H11 4.2473 -5.1413 -0.6243
H12 3.8131 -4.9619 -3.0392
H13 3.2347 -6.4756 -2.4695
H14 1.5393 -3.9931 -3.0667
H15 1.4935 -5.4568 -3.8792
H16 -0.4568 -5.5320 -2.2733
H17 0.6308 -6.7416 -1.9283
H18 0.1006 -7.0083 0.1519
H19 -1.1695 -5.7664 0.0888
H20 0.0169 -5.7133 1.4117
C10 0.4810 4.4498 -3.4570
C11 -0.9275 4.8883 -3.1802
C12 -1.2727 4.6495 -1.6885
N2 -2.7210 4.2799 -1.4179
C13 -3.5981 5.4066 -1.8575
C14 -5.0730 5.0905 -1.6281
C15 -5.4274 3.8209 -2.3983
C16 -4.5301 2.6619 -1.9460
C17 -3.0431 2.9943 -2.1462
C18 -2.7525 4.0189 0.0593
H21 0.5944 3.3827 -3.2700
H22 1.2064 4.9721 -2.8326
H23 0.7316 4.5773 -4.5104
H24 -1.5807 4.3295 -3.8506
H25 -1.0940 5.9574 -3.3260
H26 -1.0949 5.5850 -1.1619
H27 -0.6319 3.8497 -1.3150
H28 -3.5014 5.5342 -2.9354
H29 -3.2354 6.3232 -1.3954
H30 -5.6894 5.9150 -1.9827
H31 -5.3148 4.9116 -0.5789
H32 -5.3014 3.9086 -3.4851
H33 -6.4972 3.6300 -2.3062
H34 -4.7282 1.7649 -2.5305
H35 -4.7970 2.5060 -0.8980
H36 -2.8730 3.1546 -3.2074
H37 -2.3514 2.2158 -1.8324
H38 -2.1500 4.7689 0.5634
H39 -2.2954 3.0507 0.2435
H40 -3.7846 4.0399 0.3896
C19 -1.9396 0.1229 3.9633
C20 -0.5659 0.1441 3.3085
C21 0.5259 0.4451 4.3232
N3 1.9502 0.4266 3.8272
C22 2.3152 -1.0558 3.6963
C23 3.5997 -1.2803 2.9116
C24 3.7329 -0.4688 1.6151
C25 3.4310 1.0185 1.8854
C26 2.0319 1.1381 2.4750
C27 2.9080 1.0309 4.8066
H41 -2.3339 1.0715 4.3190
H42 -2.0392 -0.5877 4.7897
H43 -2.6405 -0.2929 3.2346
H44 -0.6048 0.9109 2.5309
H45 -0.3511 -0.7647 2.7416
H46 0.4510 -0.1977 5.2002
H47 0.3674 1.4664 4.6827
H48 1.4988 -1.4971 3.1257
H49 2.3631 -1.4516 4.7061
H50 3.6316 -2.2940 2.5065
H51 4.4278 -1.0714 3.5909
H52 3.0320 -0.8924 0.8896
H53 4.7319 -0.6709 1.2324
H54 3.4460 1.5073 0.9097
H55 4.2812 1.3908 2.4559
H56 1.3686 0.5482 1.8478
H57 1.7164 2.1699 2.5985
H58 3.9206 0.7234 4.5924
H59 2.5811 0.6352 5.7703
H60 2.7837 2.1096 4.8508
B1 1.1444 1.2363 -1.6634
F1 1.5496 0.2252 -0.7620
F2 1.7142 2.4701 -1.2364
F3 1.6595 0.9621 -2.9091
F4 -0.2770 1.4226 -1.6490

Forces on atoms 1 to 6 (eV/Å):
C 0.8 -0.3 -0.2
C -0.1 -0.1 -0.4
C 0.3 -0.1 -0.1
N -0.1 -1.0 1.2
C 0.3 0.5 -1.1
C 0.2 0.1 0.4

## Properties
2S+1: 1
Maximum force in eV/A: 1.7
HOMO-LUMO gap in eV: 11.066
E_tot in a.u.: -1653.0627
Energy above the lowest of the compared OMol25 structures with the same formula, charge and spin in eV: 1.175
LUMO energy in Eh: -0.155
Net charge: +2